Record 1
Molecular formula: C31H46LuP2
Method: DFT, wB97M-V/def2-TZVPD

Structure (XYZ):
```
80
Properties=species:S:1:pos:R:3:forces:R:3
Lu 0.925275 -1.241871 1.649642 -2.46 0.35 -0.99
C -1.831286 -1.351921 2.723360 0.66 -0.38 0.29
C -1.532790 -2.561788 2.045132 0.87 0.00 0.25
C 0.153247 -2.171109 3.587494 -0.62 0.02 -0.59
C -0.804456 -1.107255 3.667236 0.32 -0.12 -0.82
C -0.304771 -3.078065 2.558820 -0.31 1.16 -0.19
C -3.084287 -0.563558 2.623424 -0.60 0.51 -0.08
H -3.514258 -0.567804 1.611707 0.18 -0.03 0.36
H -2.906218 0.487349 2.896388 -0.09 -0.33 -0.14
H -3.857628 -0.953132 3.311712 0.33 0.09 -0.23
C -0.739037 0.092541 4.532854 -0.06 0.33 0.63
H -1.751644 0.434602 4.790169 0.36 -0.12 0.09
H -0.219687 0.920021 4.036228 -0.21 -0.14 0.16
H -0.192787 -0.139088 5.454326 -0.17 0.18 -0.03
C 1.581601 -1.982344 3.958174 0.12 -0.27 0.51
H 1.626711 -1.606969 4.985206 0.45 0.06 -0.25
H 2.123369 -1.158935 3.344487 0.08 -0.50 0.80
H 2.150532 -2.908817 3.855014 0.13 0.17 0.24
C 0.559501 -4.037366 1.816495 -0.14 -0.72 0.03
H 0.513490 -5.024178 2.290101 0.41 -0.02 -0.23
H 1.631356 -3.738855 1.820272 -0.03 -0.18 -0.01
H 0.243695 -4.162335 0.766437 0.05 0.04 0.35
C -2.396508 -3.242455 1.047034 -0.45 -0.45 -0.55
H -2.676522 -4.260743 1.366686 0.16 0.36 0.01
H -1.894374 -3.344785 0.072421 -0.18 0.07 0.17
H -3.336591 -2.696863 0.882166 0.37 -0.13 0.01
C -1.592717 2.050715 -0.741430 0.02 -0.39 0.50
C -2.709698 1.306929 -0.650486 1.12 -0.13 1.11
C -2.824483 -0.124299 -1.057366 -0.59 -0.43 -1.04
C -2.013986 -0.607446 -2.307612 -2.38 0.14 -0.69
C -0.689251 -1.197130 -2.294793 1.37 -1.36 1.10
C 0.641258 -0.586413 -2.316902 -1.00 -1.17 4.35
C 0.681859 0.717712 -1.391815 0.61 0.66 -0.86
C -0.424569 1.790778 -1.657572 0.71 0.30 1.05
H -3.902332 -0.252119 -1.289135 0.40 -0.31 -0.06
H -2.097790 0.220156 -3.026886 -0.16 -0.47 0.37
H -2.628656 -0.834718 -0.239057 0.13 0.46 0.05
H -0.855641 1.498142 -2.695990 0.63 0.69 2.23
H -1.516516 2.917836 -0.071991 -0.26 0.09 -0.68
H -3.544197 1.651482 -0.032159 0.36 0.12 -0.01
H 0.098150 2.765783 -1.770430 -0.23 -0.49 -0.05
H 0.664308 0.457003 -0.302943 -0.06 -0.32 -0.97
H 1.259002 -1.312970 -1.717055 0.13 0.63 -1.10
H 1.667099 1.199036 -1.536096 -0.16 0.05 0.13
H -2.654232 -1.410796 -2.735535 0.00 0.43 0.15
H -0.663253 -2.267790 -2.045274 -0.04 0.18 -0.50
P -0.867067 1.443303 -4.370862 -1.58 -0.92 -0.19
C -1.161038 3.174954 -4.686854 0.13 0.38 -0.89
C -2.042455 0.502733 -5.354666 0.13 0.41 -1.70
P 1.350250 -0.622328 -4.060355 -0.73 1.69 -2.30
C 0.825265 1.023480 -4.723254 1.07 0.11 -1.35
C 0.508987 -1.793683 -5.184826 0.13 -0.66 0.34
C 3.041185 -0.742986 -4.725456 0.65 0.06 -0.09
H -0.342553 3.779975 -4.283174 -0.19 -0.06 -0.08
H -2.097761 3.459975 -4.193259 0.21 -0.05 -0.10
H -1.249540 3.325717 -5.768022 0.00 0.46 0.12
H -2.030289 0.940500 -6.360528 -0.40 -0.45 -0.23
H -3.043739 0.625961 -4.923670 0.32 0.04 -0.05
H -1.818255 -0.566330 -5.410963 -0.03 0.34 0.12
H 3.059352 -0.488172 -5.801262 -0.17 -0.09 0.47
H 3.407689 -1.772081 -4.625162 0.01 0.25 0.11
H 3.712805 -0.049644 -4.206584 -0.07 -0.21 -0.05
H 1.487300 1.786722 -4.267018 -0.36 -0.29 -0.13
H 0.968850 1.081487 -5.822220 0.48 -0.24 0.42
H 1.104670 -2.714314 -5.200980 -0.12 0.07 0.01
H 0.480159 -1.416536 -6.215997 0.14 0.19 0.39
H -0.503210 -2.054451 -4.871177 0.21 0.14 0.20
C 1.273129 0.887150 1.975076 1.40 1.55 2.53
C 1.811231 1.493033 2.941666 -1.60 -1.91 -3.78
C 2.453016 2.148700 3.987013 0.68 0.63 1.84
C 1.807367 3.172010 4.712614 0.23 -0.15 -0.23
C 2.416325 3.723452 5.832660 0.23 0.00 -0.02
C 3.670897 3.252703 6.239838 -0.09 -0.07 0.09
C 4.314073 2.221116 5.544310 0.00 0.25 0.10
C 3.709535 1.676209 4.422196 -0.20 0.15 -0.13
H 0.841558 3.528708 4.363158 0.13 -0.07 0.13
H 1.916795 4.529119 6.383463 0.27 -0.39 -0.23
H 4.144333 3.685686 7.121396 -0.11 -0.11 -0.24
H 5.294365 1.853806 5.870471 -0.46 0.20 -0.11
H 4.196444 0.887897 3.849954 -0.07 0.14 0.16
```
Forces are in eV/Å.

Results
HOMO-LUMO gap (alpha / beta)	4.184 / 4.185	eV
charge	+1
HOMO (alpha / beta)	-7.87 / -7.87	eV
energy above the lowest of the compared OMol25 structures with the same formula, charge and spin	4.585	eV
spin multiplicity	1



Record 2
Molecular formula: C15H48F3N12O17S
Method: DFT, wB97M-V/def2-TZVPD

Structure (XYZ):
```
96
Properties=species:S:1:pos:R:3:forces:R:3
C 0.421074 -0.714579 1.697138 1.22 0.27 -2.73
F 1.507754 -0.195629 2.262857 1.08 -0.16 -0.05
F 0.438684 -2.044709 1.867637 -0.16 -0.01 0.26
F -0.552476 -0.172639 2.356617 -2.14 0.18 0.55
S 0.428014 -0.310889 -0.276563 0.58 4.67 0.09
O 1.821324 -0.413679 -0.666543 0.25 -0.66 0.62
O -0.415486 -1.281149 -0.916792 -0.92 -0.35 0.40
O 0.015574 1.170841 -0.358612 0.11 -3.94 0.73
C 6.138564 -1.502209 6.778907 0.21 0.17 -0.48
C 5.083004 -1.672329 7.840098 0.97 -0.78 -1.15
O 5.628194 -2.682389 8.752628 -1.92 1.73 -0.38
O 5.770674 -2.023059 5.485387 0.50 0.23 0.85
H 7.004044 -2.053579 7.146377 0.07 -0.05 -0.42
H 6.418324 -0.449179 6.747798 0.10 0.15 -0.52
H 4.205984 -2.002809 7.283577 -0.39 -0.54 0.45
H 4.811824 -0.701729 8.255428 0.27 -0.17 0.82
H 4.891834 -2.655069 9.367958 0.25 -0.87 0.91
H 4.858174 -1.783029 5.308427 -0.05 0.12 -0.10
C 0.593534 -3.580939 -11.418443 0.10 -1.76 -1.17
C 0.407684 -2.407819 -10.553522 -0.71 1.27 0.45
O 0.520054 -2.681389 -9.178872 0.10 -0.03 0.22
O -0.303006 -4.684869 -11.192063 -0.26 0.53 0.80
H 1.612224 -3.932639 -11.255092 0.20 -0.05 -0.24
H 0.407584 -3.329579 -12.462633 0.59 0.58 -0.15
H -0.511166 -1.858419 -10.758423 -0.47 -0.24 -0.05
H 1.165034 -1.666959 -10.809733 0.37 -0.18 0.01
H -0.324906 -3.033539 -8.889683 0.02 -0.17 0.11
H -0.008786 -5.421819 -11.732383 0.05 0.06 0.04
C 0.145824 8.000191 5.310977 1.25 1.37 -1.03
C 0.393474 6.622981 4.770637 -0.17 -0.58 1.78
O 0.869764 6.630781 3.498668 0.39 0.34 -2.78
O 1.299204 8.905131 5.155777 -0.71 -0.74 1.06
H -0.076836 7.997681 6.377997 -0.10 0.03 -0.15
H -0.677446 8.378731 4.705147 -0.27 0.41 0.32
H -0.575216 6.130571 4.685318 -0.16 -0.35 1.15
H 1.129654 6.059731 5.344127 -0.31 -0.08 0.65
H 0.151414 6.230861 3.003037 0.56 0.11 -0.77
H 1.491474 9.174121 4.254517 -0.47 -0.52 -0.24
C -6.560066 6.047351 0.176488 0.32 0.35 -1.14
C -6.951736 6.985701 -1.036093 0.63 -1.45 2.16
O -7.831496 7.909071 -0.466152 -0.93 0.63 -0.64
O -5.931676 6.818401 1.223117 -0.48 -0.43 -1.41
H -5.881136 5.311521 -0.254483 0.28 -0.21 0.29
H -7.415736 5.514621 0.591368 -0.16 0.23 -0.15
H -7.353856 6.383651 -1.850922 -0.25 0.01 -0.04
H -6.081816 7.538961 -1.390013 0.48 -0.29 -0.18
H -8.107596 8.453531 -1.207052 -0.37 0.44 0.22
H -5.789126 7.604441 0.690748 0.50 0.73 0.90
C 9.210274 -1.101409 -1.596972 -0.61 0.54 1.24
O 10.205164 -1.440199 -1.055543 3.03 -1.27 1.57
N 8.014954 -1.063809 -1.050173 -3.46 -1.12 3.59
N 9.097944 -0.555569 -2.754793 0.50 1.50 -4.93
H 7.166304 -0.771459 -1.513252 0.34 -0.08 0.34
H 7.951144 -1.283779 -0.066482 -0.19 -0.16 -0.30
H 9.931024 -0.205329 -3.205803 -0.61 -0.09 -0.35
H 8.131184 -0.361219 -2.973192 0.98 0.70 -1.15
C -5.874106 -0.538169 8.974147 -1.08 -1.97 -3.01
O -6.063446 -1.476859 8.172878 0.09 0.83 1.51
N -6.806136 0.001691 9.728597 -4.18 -0.15 2.28
N -4.788136 0.167251 8.986538 4.47 1.76 -0.33
H -6.762066 0.685771 10.470337 0.80 -0.11 -0.41
H -7.665476 -0.526529 9.779747 0.12 -0.01 -0.13
H -4.125566 0.018731 8.238848 -0.07 -0.08 0.29
H -4.665316 0.998151 9.547448 -0.15 -0.29 -0.22
C -5.118436 0.790991 -5.585353 -6.11 -1.39 -2.33
O -6.111156 1.089471 -6.240562 -0.93 0.09 -1.06
N -4.973916 -0.385649 -5.057262 1.55 -3.29 1.86
N -4.243616 1.644031 -5.321663 5.29 4.60 1.42
H -4.095766 -0.481209 -4.567553 -0.43 -1.00 0.16
H -5.660456 -1.125909 -5.085132 0.26 0.50 -0.11
H -3.554286 1.456281 -4.607752 0.11 0.62 -0.32
H -4.354606 2.538771 -5.776872 0.30 -0.15 0.44
C -3.765626 -7.569599 5.060638 -1.25 0.91 -0.68
O -3.755796 -8.728119 4.832717 1.36 -3.22 -1.90
N -4.098776 -7.159429 6.267957 -0.67 2.14 3.52
N -3.725726 -6.496999 4.228547 0.34 2.22 -1.49
H -3.933566 -7.695449 7.107877 -0.24 0.00 -0.53
H -4.458546 -6.217579 6.327817 0.26 -0.31 0.75
H -3.528906 -6.351999 3.248577 0.02 -1.38 0.12
H -3.822816 -5.578529 4.637297 0.18 -0.34 0.20
C 2.373564 -6.797769 -3.305762 5.10 0.52 0.95
O 2.673684 -7.864319 -3.687352 0.72 -5.48 -1.92
N 1.250534 -6.278749 -3.381872 -7.75 2.88 -0.68
N 3.321654 -6.019349 -2.787662 2.16 1.92 1.40
H 1.042364 -5.365999 -3.002852 -0.23 -0.33 -0.20
H 0.553334 -6.829659 -3.861973 -0.15 0.42 0.29
H 4.256644 -6.381869 -2.907933 -0.21 0.33 0.14
H 3.177754 -5.022799 -2.708423 0.35 -0.21 0.06
C 3.954564 2.670131 -6.363533 0.09 -1.04 0.24
O 4.362884 3.057191 -7.407003 0.97 1.54 -3.14
N 4.197474 1.448361 -5.933733 1.04 -2.83 0.60
N 3.201114 3.343181 -5.549833 -2.66 3.56 2.05
H 3.737764 1.160861 -5.081613 0.09 -0.65 -0.52
H 4.319104 0.858551 -6.744553 0.18 -0.68 0.72
H 2.777274 4.154261 -5.977142 0.13 0.08 0.47
H 2.764154 2.979401 -4.715063 0.13 -0.02 -0.36
```
Forces are in eV/Å.

Results
HOMO-LUMO gap	7.889	eV
charge	-1
HOMO	-6.30	eV
energy above the lowest of the compared OMol25 structures with the same formula, charge and spin	8.160	eV
spin multiplicity	1



Record 3
Molecular formula: C4H12
Method: DFT, wB97M-V/def2-TZVPD

Structure (XYZ):
```
16
Properties=species:S:1:pos:R:3:forces:R:3
C -1.687468 0.469605 -1.291100 -0.26 -1.33 -0.07
C -0.691234 1.540189 -1.748021 -1.23 0.88 1.11
H -2.006102 -0.229058 -2.069590 0.10 0.31 -0.34
H -1.307562 -0.230034 -0.541998 0.28 0.32 0.09
H -2.619814 0.843522 -0.866013 0.15 0.36 -0.06
H -1.186093 2.488216 -1.498988 0.18 0.11 -0.41
H -0.485873 1.564066 -2.811859 0.30 -0.26 0.03
H 0.182509 1.588578 -1.103004 0.40 -0.39 -0.41
C 0.790862 -0.351400 1.580150 0.27 -0.30 -0.22
C 1.562598 -1.672644 1.426484 0.74 1.10 1.57
H 0.376765 -0.040646 0.627591 -0.17 0.09 -0.05
H -0.010308 -0.482047 2.306932 -0.12 0.17 -0.11
H 1.438934 0.460431 1.912451 0.00 -0.09 0.15
H 2.593143 -1.488807 1.113151 -0.31 -0.16 -1.01
H 0.998320 -2.406545 0.873131 0.24 -0.30 -0.20
H 1.797542 -2.008842 2.443954 -0.56 -0.51 -0.07
```
Forces are in eV/Å.

Results
HOMO-LUMO gap	12.757	eV
charge	0
HOMO	-11.59	eV
energy above the lowest of the compared OMol25 structures with the same formula, charge and spin	0.452	eV
spin multiplicity	1



Record 4
Molecular formula: C5H14S
Method: DFT, wB97M-V/def2-TZVPD

Structure (XYZ):
```
20
Properties=species:S:1:pos:R:3:forces:R:3
C -1.477092 0.619155 1.610423 0.09 0.28 0.01
C -2.862919 1.227520 1.399489 -0.39 -0.03 0.12
C -1.297025 -0.749095 0.944919 0.49 0.39 1.28
H -0.731506 1.302681 1.199681 0.00 0.06 -0.14
H -1.240460 0.575943 2.681059 -0.08 -0.12 -0.15
H -2.844184 2.319138 1.405446 0.04 -0.05 0.14
H -1.754610 -0.726014 -0.035076 0.10 -0.37 -0.26
H -0.230473 -0.991763 0.933700 -0.08 0.02 -0.54
H -1.708932 -1.521522 1.588035 -0.54 -0.20 -0.25
H -3.280581 0.931623 0.437996 0.09 0.00 -0.20
H -3.604627 0.903972 2.141084 0.26 0.01 -0.01
C 1.129190 0.254340 -1.481030 0.58 -0.52 -0.11
C 3.484308 -1.162733 -1.707789 0.56 0.60 0.07
S 1.724090 -1.397179 -1.965946 -0.30 0.11 0.02
H 1.485604 0.974144 -2.211820 -0.20 0.17 -0.05
H 0.047951 0.203533 -1.443685 -0.09 0.15 -0.02
H 1.537197 0.501894 -0.505186 -0.16 0.07 0.15
H 4.050533 -1.630737 -2.509564 -0.07 -0.18 0.02
H 3.828723 -1.540406 -0.746583 -0.09 -0.14 0.00
H 3.744812 -0.094493 -1.735151 -0.22 -0.24 -0.08
```
Forces are in eV/Å.

Results
HOMO-LUMO gap	9.521	eV
charge	0
HOMO	-8.47	eV
energy above the lowest of the compared OMol25 structures with the same formula, charge and spin	0.326	eV
spin multiplicity	1